(1)
{"formula": "C15H12Cl2N2O2S", "method": "wB97M-V/def2-TZVPD", "elements": ["Cl", "Cl", "S", "O", "O", "N", "N", "C", "C", "C", "C", "C", "C", "C", "C", "C", "C", "C", "C", "C", "C", "C", "H", "H", "H", "H", "H", "H", "H", "H", "H", "H", "H", "H"], "positions_angstrom": [[7.486, -1.023, -0.261], [4.625, -2.182, -0.008], [0.825, 1.880, 0.042], [-6.056, 1.142, -0.582], [-6.127, -0.807, -1.666], [2.489, -0.212, -0.012], [0.291, -0.718, 0.140], [-3.154, 0.335, 1.019], [4.846, -0.463, -0.137], [-3.202, -1.791, -0.073], [-5.386, -0.765, 0.633], [5.238, 2.257, -0.347], [-5.906, -0.184, -0.664], [6.130, 0.046, -0.250], [1.216, 0.281, 0.065], [3.730, 0.391, -0.125], [-1.778, 0.379, 0.902], [3.954, 1.762, -0.234], [-3.882, -0.745, 0.539], [-1.829, -1.754, -0.197], [6.334, 1.414, -0.356], [-1.101, -0.663, 0.278], [2.580, -1.224, 0.045], [0.627, -1.651, -0.070], [7.337, 1.798, -0.444], [-5.729, -0.149, 1.463], [3.113, 2.434, -0.228], [-6.335, 1.510, -1.435], [5.386, 3.322, -0.430], [-3.668, 1.155, 1.497], [-5.751, -1.787, 0.733], [-1.236, 1.222, 1.295], [-3.753, -2.635, -0.459], [-1.312, -2.577, -0.672]], "forces_ev_per_angstrom": [[0.098, 0.068, -0.010], [-0.073, 0.009, 0.003], [-0.133, 0.380, -0.034], [-0.016, 0.702, 0.254], [-0.007, -0.140, -0.111], [-0.406, -0.948, 0.063], [0.645, -0.577, -0.075], [-0.031, -0.244, -0.075], [0.037, -0.039, 0.006], [-0.024, 0.087, 0.119], [0.003, 0.141, -0.236], [0.158, -0.236, 0.008], [-0.249, -0.329, -0.088], [-0.049, 0.097, -0.007], [-0.014, 0.300, -0.065], [0.458, 0.338, -0.074], [0.096, 0.049, 0.095], [-0.108, 0.082, -0.004], [0.072, -0.042, 0.143], [0.144, 0.147, -0.006], [0.008, -0.053, 0.004], [-0.536, 0.084, 0.039], [-0.146, 0.320, 0.026], [-0.039, 0.195, 0.078], [0.111, 0.003, -0.006], [-0.007, -0.090, 0.029], [0.070, -0.066, -0.003], [0.060, -0.328, 0.001], [0.008, 0.109, -0.008], [-0.061, 0.092, 0.068], [-0.054, 0.099, -0.027], [-0.013, -0.037, 0.007], [-0.058, -0.099, -0.044], [0.057, -0.074, -0.071]], "orbital_gap_ev": 8.67, "lumo_energy_ev": 0.2720, "charge": 0, "smiles": "O=C(O)Cc1ccc(NC(=S)Nc2cccc(Cl)c2Cl)cc1", "homo_energy_ev": -8.40, "relative_energy_kj_mol": 0.0}



(2)
{"formula": "C25H36FeNO2", "method": "wB97M-V/def2-TZVPD", "elements": ["Fe", "O", "O", "N", "C", "C", "C", "C", "C", "C", "C", "C", "C", "C", "C", "C", "C", "C", "C", "C", "C", "C", "C", "C", "C", "C", "C", "C", "C", "H", "H", "H", "H", "H", "H", "H", "H", "H", "H", "H", "H", "H", "H", "H", "H", "H", "H", "H", "H", "H", "H", "H", "H", "H", "H", "H", "H", "H", "H", "H", "H", "H", "H", "H", "H"], "positions_angstrom": [[-0.988, -1.699, 1.040], [0.357, -1.055, -2.697], [0.855, 2.881, -2.063], [1.054, 0.666, 3.881], [-1.849, 0.135, 1.186], [0.898, -1.579, 1.551], [0.757, -0.031, -3.705], [0.392, -2.874, 1.952], [-2.211, -1.733, 2.579], [1.244, 0.619, 5.226], [0.644, -0.906, -4.931], [1.618, 1.827, 3.443], [-0.174, -3.523, 0.788], [1.336, -3.017, -3.829], [0.700, -1.444, 0.118], [-2.697, -0.791, 0.480], [-2.926, -1.941, 1.336], [-0.219, 2.196, -1.388], [1.967, 1.779, 5.671], [-1.210, 4.113, -2.491], [0.263, -1.941, -3.858], [-1.568, 2.707, -1.931], [-0.007, -2.637, -0.344], [1.614, 2.223, 2.038], [0.336, 4.183, -2.390], [-1.173, -2.358, -4.077], [0.781, -0.454, 6.108], [2.186, 2.563, 4.538], [-1.492, -0.465, 2.454], [-0.180, -0.685, -5.610], [-0.629, -4.510, 0.769], [-3.217, -0.565, -0.450], [-1.948, 2.063, -2.736], [-1.572, 1.137, 0.867], [1.447, -3.456, -4.831], [1.777, 0.319, -3.491], [0.583, 2.260, 1.663], [-0.051, 1.108, -1.478], [-1.548, -2.955, -3.239], [2.070, 3.217, 1.927], [0.837, 4.504, -3.314], [-1.651, 4.895, -1.874], [-0.166, 2.447, -0.305], [-1.786, -1.456, -4.221], [-0.318, -2.855, -1.359], [2.306, -2.554, -3.588], [1.100, -3.801, -3.103], [-1.552, 4.241, -3.528], [1.031, -0.616, -0.487], [0.399, -1.312, 5.548], [1.592, -1.131, -5.421], [1.607, -0.776, 6.754], [-3.567, -2.782, 1.102], [-1.252, -2.929, -5.006], [0.490, -3.308, 2.948], [0.626, 4.873, -1.572], [-2.214, -2.413, 3.437], [0.002, -0.082, 6.792], [1.361, -0.847, 2.206], [0.024, 0.790, -3.683], [-2.327, 2.762, -1.144], [2.168, 1.505, 1.415], [-0.838, -0.010, 3.184], [2.634, 3.544, 4.449], [2.273, 1.932, 6.695]], "forces_ev_per_angstrom": [[-0.551, 0.710, -1.423], [0.532, 0.763, -2.586], [-1.497, 0.013, -0.245], [0.269, 0.118, 0.692], [-1.454, 0.356, 0.723], [2.185, -1.307, -0.490], [-0.036, 1.427, 1.130], [1.897, -1.178, -0.599], [-1.613, 1.017, 0.479], [0.261, 0.734, -1.618], [-0.006, -0.259, 1.002], [-0.328, -0.920, 1.367], [2.285, -0.749, -0.195], [-0.183, -0.275, 0.204], [1.463, -1.055, -0.141], [-2.244, 1.049, 1.093], [-2.047, 1.472, 0.680], [0.352, -0.076, 0.792], [0.451, 1.167, -0.999], [0.352, -0.372, -0.071], [-0.104, -1.082, -0.859], [0.446, 0.048, -0.474], [2.163, -1.505, -0.338], [0.057, 0.423, -0.710], [0.444, 0.155, 0.363], [-0.043, -0.353, 0.160], [-0.193, -0.562, 0.315], [-0.165, -0.596, 1.382], [-2.379, 1.017, 1.125], [0.351, 0.134, -0.072], [0.004, 0.330, 0.010], [0.395, -0.341, 0.145], [0.108, 0.108, 0.250], [0.058, -0.430, -0.071], [-0.205, -0.042, 0.254], [-0.425, 0.160, 0.028], [0.201, -0.071, 0.021], [-0.185, 0.507, -0.034], [-0.131, 0.109, -0.170], [-0.144, -0.325, -0.101], [-0.216, -0.032, 0.247], [-0.036, 0.041, -0.136], [0.034, -0.100, -0.481], [0.090, -0.277, 0.318], [0.044, 0.150, 0.381], [-0.367, -0.162, 0.115], [0.227, 0.043, -0.055], [0.070, -0.039, 0.364], [-0.158, -0.127, -0.001], [0.029, 0.195, 0.099], [-0.256, 0.179, -0.172], [-0.117, -0.040, -0.115], [0.175, 0.091, -0.039], [0.021, -0.149, 0.100], [-0.304, 0.231, -0.365], [-0.098, -0.137, -0.366], [0.137, 0.349, -0.528], [0.075, -0.083, -0.214], [-0.231, -0.297, -0.180], [0.526, -0.056, 0.080], [0.182, -0.104, -0.173], [-0.177, 0.142, 0.128], [-0.091, -0.207, -0.123], [0.100, -0.186, 0.149], [0.004, 0.252, -0.054]], "spin_multiplicity": 6, "orbital_gap_ev": [5.93, 6.78], "lumo_energy_ev": [0.7462, -1.5136], "charge": 0, "homo_energy_ev": [-5.19, -8.29], "s2": 8.790, "relative_energy_kj_mol": 147.2}



(3)
{"formula": "C4H6OS", "method": "wB97M-V/def2-TZVPD", "elements": ["S", "O", "C", "C", "C", "C", "H", "H", "H", "H", "H", "H"], "positions_angstrom": [[-0.897, -0.281, -0.824], [0.370, 0.114, 2.071], [0.628, 0.245, -0.578], [1.642, 0.118, -1.641], [-1.639, 0.200, 0.847], [-0.690, -0.392, 1.819], [1.309, -0.288, -2.600], [-1.624, 1.285, 0.872], [2.441, -0.508, -1.242], [-0.973, -1.392, 2.196], [2.078, 1.104, -1.793], [-2.645, -0.207, 0.872]], "forces_ev_per_angstrom": [[0.288, 0.307, 0.318], [-0.224, -0.037, 0.725], [-0.193, 0.122, -0.279], [-0.374, -0.280, -0.418], [0.162, 0.116, -0.619], [-0.010, -0.149, 0.181], [0.114, -0.035, -0.136], [-0.071, -0.019, -0.021], [0.112, 0.030, 0.042], [0.128, -0.091, 0.080], [0.142, 0.077, 0.012], [-0.074, -0.039, 0.116]], "orbital_gap_ev": 8.11, "lumo_energy_ev": 0.2163, "charge": 0, "homo_energy_ev": -7.89, "relative_energy_kj_mol": 341.5}



(4)
{"formula": "C7H7N5O2", "method": "wB97M-V/def2-TZVPD", "elements": ["O", "O", "N", "N", "N", "N", "N", "C", "C", "C", "C", "C", "C", "C", "H", "H", "H", "H", "H", "H", "H"], "positions_angstrom": [[0.574, -1.984, 0.837], [2.408, 4.268, -0.184], [0.481, 0.636, -1.316], [0.052, -3.572, 2.573], [1.258, 2.503, -1.079], [0.523, 3.075, -1.946], [0.730, -0.384, -0.657], [-1.444, -1.036, 0.548], [-0.590, 2.405, -2.305], [-0.161, -1.092, 0.036], [2.255, 3.100, -0.368], [-0.504, 1.035, -2.053], [-0.317, -2.588, 1.662], [-1.574, -2.122, 1.400], [-2.361, -0.546, 0.237], [-2.518, -2.328, 1.893], [-1.287, 2.926, -3.082], [-0.117, -3.241, 3.504], [2.933, 2.256, 0.135], [1.033, -3.711, 2.517], [-1.373, 0.401, -2.351]], "forces_ev_per_angstrom": [[-1.027, -0.896, 0.511], [-0.091, 0.760, 0.165], [0.402, -1.496, 0.081], [0.172, 0.608, -0.597], [-2.301, -0.320, -0.317], [-0.346, 0.765, -0.144], [1.315, 0.679, -1.269], [-0.469, -0.301, -2.048], [0.526, 1.319, -1.657], [-0.044, 0.362, 2.273], [2.323, -2.287, 0.776], [-2.682, 0.884, 0.267], [-0.638, -0.081, -0.659], [-0.392, 0.174, 1.704], [0.667, 0.516, -0.338], [0.432, -0.427, 0.068], [1.385, -1.277, 1.749], [-0.393, -0.008, 0.532], [-1.194, 1.585, -0.909], [1.025, -0.466, -0.153], [1.330, -0.093, -0.036]], "orbital_gap_ev": [6.62, 6.62], "lumo_energy_ev": [-0.9796, -0.9767], "charge": 0, "smiles": "Nc1ccc(\\N=N/C=C\\N=N\\C=O)o1", "homo_energy_ev": [-7.60, -7.60], "relative_energy_kj_mol": 421.1}



(5)
{"formula": "C37H36Br4InN8O6", "method": "wB97M-V/def2-TZVPD", "elements": ["In", "Br", "Br", "Br", "Br", "O", "O", "O", "O", "O", "O", "N", "N", "N", "N", "N", "N", "N", "N", "C", "C", "C", "C", "C", "C", "C", "C", "C", "C", "C", "C", "C", "C", "C", "C", "C", "C", "C", "C", "C", "C", "C", "C", "C", "C", "C", "C", "C", "C", "C", "C", "C", "C", "C", "C", "C", "H", "H", "H", "H", "H", "H", "H", "H", "H", "H", "H", "H", "H", "H", "H", "H", "H", "H", "H", "H", "H", "H", "H", "H", "H", "H", "H", "H", "H", "H", "H", "H", "H", "H", "H", "H"], "positions_angstrom": [[0.471, -0.526, -0.181], [-0.536, 3.843, 2.186], [-2.401, 5.152, -3.072], [-1.581, 2.058, -4.018], [-1.850, 6.065, 0.068], [-0.431, 0.499, -1.740], [4.269, 0.211, 2.144], [-0.005, 1.232, 0.813], [4.040, -0.930, -2.881], [-2.302, -3.758, -2.266], [2.449, -0.488, 1.129], [3.652, 2.686, 2.342], [2.552, -0.046, -1.451], [0.879, -2.205, -1.829], [-1.715, -2.152, -0.801], [-0.227, -1.469, 1.857], [-0.834, -3.457, 3.141], [-2.142, -1.429, 3.387], [0.087, -1.538, 4.290], [-0.003, -3.132, -2.208], [-1.266, -1.014, 4.482], [4.527, 0.420, -2.649], [0.023, -2.999, 4.239], [1.575, -4.187, -3.650], [-3.645, 0.036, -1.117], [2.152, 2.739, -2.313], [2.463, -3.169, -3.345], [-0.544, 2.121, -0.022], [-0.774, 1.729, -1.363], [-5.913, -0.018, 0.491], [0.305, -4.145, -3.104], [-3.984, -1.124, -0.434], [-1.377, -2.975, -1.699], [-3.571, -3.276, -1.745], [2.063, -2.195, -2.446], [-1.434, 4.325, -0.516], [-2.172, -2.890, 3.341], [0.623, -1.057, 3.037], [-1.604, -0.916, 2.147], [3.677, 0.915, -1.463], [-5.120, -1.148, 0.371], [3.270, 2.359, -1.583], [4.068, 3.331, -0.984], [2.594, 1.864, 1.763], [-0.874, 3.405, 0.377], [-4.435, 1.170, -0.985], [2.617, 5.051, -1.822], [1.829, 4.085, -2.431], [-1.666, 3.940, -1.831], [-0.301, -2.964, 1.889], [-3.162, -2.379, -0.563], [3.743, 4.674, -1.102], [-5.567, 1.145, -0.184], [3.079, 0.428, 1.645], [2.893, -1.003, -2.208], [-1.333, 2.644, -2.242], [-0.939, -3.289, 1.069], [1.526, 1.987, -2.780], [1.680, 1.866, 2.355], [0.710, -3.353, 1.741], [-6.179, 2.031, -0.084], [-6.793, -0.041, 1.119], [1.853, -4.973, -4.338], [3.357, 3.131, 3.200], [-2.823, -3.213, 2.526], [1.615, -1.479, 2.902], [-2.259, -1.175, 1.326], [-0.378, -3.374, 5.181], [-4.069, -2.713, -2.534], [-1.511, 0.168, 2.194], [5.590, 0.366, -2.438], [2.289, 2.204, 0.773], [-2.763, 0.051, -1.745], [4.348, 1.003, -3.552], [-4.162, 2.076, -1.511], [-0.454, -4.866, -3.366], [-2.578, -3.269, 4.279], [0.663, 0.032, 3.036], [4.232, 0.777, -0.531], [-1.230, 0.076, 4.518], [1.029, -3.400, 4.101], [4.368, 5.426, -0.637], [2.356, 6.097, -1.912], [-4.169, -4.138, -1.462], [3.438, -3.102, -3.803], [4.953, 3.033, -0.427], [3.944, 3.414, 1.702], [4.553, 1.106, 2.483], [0.955, 4.379, -2.998], [-1.664, -1.386, 5.426], [-5.377, -2.049, 0.918], [-3.244, -2.939, 0.374]], "forces_ev_per_angstrom": [[0.013, 0.014, 0.033], [-0.018, 0.020, 0.003], [0.001, 0.002, -0.004], [0.000, 0.001, 0.003], [0.000, 0.006, 0.004], [-0.050, 0.058, 0.015], [-0.033, -0.003, 0.044], [-0.059, 0.071, -0.077], [0.009, -0.020, 0.054], [0.033, 0.000, 0.058], [0.011, -0.026, -0.090], [-0.002, -0.046, 0.060], [-0.094, -0.103, -0.105], [0.106, -0.022, 0.069], [0.003, 0.093, 0.017], [0.084, -0.038, -0.006], [0.013, 0.014, 0.017], [0.010, -0.031, -0.016], [-0.010, 0.020, -0.006], [-0.025, 0.011, -0.053], [-0.006, -0.013, -0.007], [0.003, 0.023, 0.037], [-0.009, 0.002, -0.001], [0.002, 0.012, 0.007], [-0.026, -0.003, -0.063], [0.018, -0.007, -0.013], [-0.033, 0.014, -0.017], [-0.008, -0.003, 0.058], [0.018, -0.060, -0.057], [-0.006, 0.020, -0.002], [-0.007, 0.010, -0.009], [-0.023, -0.042, 0.057], [0.000, -0.069, -0.016], [0.014, 0.021, 0.019], [-0.006, 0.005, -0.022], [-0.004, 0.001, -0.022], [0.008, 0.010, 0.013], [-0.026, -0.105, 0.051], [0.001, 0.011, 0.050], [-0.011, 0.019, -0.007], [0.043, 0.028, 0.036], [0.028, 0.010, 0.033], [-0.005, 0.021, -0.016], [0.061, 0.004, 0.058], [0.023, -0.016, -0.007], [0.042, -0.005, -0.029], [-0.010, 0.004, 0.010], [-0.026, 0.002, 0.002], [0.004, 0.008, 0.020], [-0.076, -0.002, 0.036], [-0.042, 0.019, -0.029], [-0.005, -0.008, -0.003], [-0.016, -0.011, 0.019], [0.039, 0.119, -0.031], [0.075, -0.008, -0.037], [0.000, -0.005, 0.001], [0.043, 0.001, 0.043], [-0.017, 0.006, -0.001], [0.029, 0.020, -0.019], [0.006, -0.002, 0.000], [0.001, -0.001, 0.000], [0.002, 0.000, -0.002], [-0.003, 0.002, -0.002], [-0.014, 0.009, -0.002], [-0.004, 0.006, 0.001], [-0.028, 0.010, 0.014], [-0.051, -0.001, -0.055], [0.002, 0.002, 0.002], [0.029, 0.013, -0.018], [-0.003, -0.025, -0.012], [-0.003, 0.001, -0.008], [-0.001, -0.006, 0.044], [0.020, 0.027, -0.002], [-0.023, -0.011, -0.009], [0.018, 0.016, -0.016], [-0.004, -0.004, -0.001], [-0.003, -0.005, 0.001], [-0.006, -0.029, 0.023], [0.017, -0.008, -0.019], [-0.002, 0.001, -0.003], [0.000, 0.000, 0.000], [0.004, 0.005, -0.002], [-0.002, -0.002, 0.001], [-0.010, 0.008, -0.006], [0.006, -0.003, 0.001], [0.003, -0.004, -0.018], [-0.009, -0.017, -0.005], [0.017, 0.012, -0.051], [-0.025, -0.009, 0.000], [0.002, -0.001, 0.000], [-0.002, -0.001, -0.005], [-0.010, -0.036, -0.015]], "orbital_gap_ev": 5.93, "lumo_energy_ev": -3.6694, "charge": 1, "homo_energy_ev": -9.60, "relative_energy_kj_mol": 0.0}